1.
DFT (ωB97M-V/def2-TZVPD) results for a cluster of 2 separate species, C5H15NO2PS in total.

Atoms and positions in Å:
C  -2.182  -0.603  -0.943
C  -2.176  0.134  1.525
C  2.053  0.746  2.288
C  1.466  -0.159  -2.034
C  -1.406  -0.601  0.382
N  -0.735  -1.754  0.669
O  0.784  0.413  1.670
O  1.381  -0.068  -0.631
P  0.321  0.831  0.126
S  1.808  3.528  -1.531
H  -1.983  -1.472  -1.496
H  -1.799  0.239  -1.563
H  -3.211  -0.324  -0.735
H  -1.823  0.158  2.576
H  -3.163  -0.529  1.579
H  -2.272  1.129  1.209
H  2.161  1.828  2.353
H  2.976  0.308  1.847
H  1.983  0.303  3.321
H  1.398  -1.205  -2.287
H  2.605  0.006  -2.386
H  0.809  0.686  -2.373
H  -0.037  -1.862  1.417
H  -0.799  -2.679  0.139
H  2.265  4.017  -2.645

strongest force on any atom = 3.414 eV Å⁻¹
DFT total energy = -1143.91664 a.u.
E_LUMO (alpha / beta) = -0.2145 / -0.2038 hartree
total charge = +1
ΔE to the lowest compared entry with this formula, charge and spin = 401.1 kJ/mol
gap between HOMO and LUMO (alpha / beta) = 7.37 / 6.54 eV

How is the electron density shared among the atoms? According to natural (NBO), the charges in e are: atom 1 (C): -0.660, atom 2 (C): -0.649, atom 3 (C): -0.266, atom 4 (C): -0.282, atom 5 (C): 0.140, atom 6 (N): -0.719, atom 7 (O): -0.848, atom 8 (O): -0.823, atom 9 (P): 1.525, atom 10 (S): -0.092, atom 11 (H): 0.234, atom 12 (H): 0.234, atom 13 (H): 0.254, atom 14 (H): 0.258, atom 15 (H): 0.253, atom 16 (H): 0.226, atom 17 (H): 0.199, atom 18 (H): 0.204, atom 19 (H): 0.216, atom 20 (H): 0.216, atom 21 (H): 0.219, atom 22 (H): 0.205, atom 23 (H): 0.424, atom 24 (H): 0.422, atom 25 (H): 0.110



2.
DFT (ωB97M-V/def2-TZVPD) results for a structure of composition C32H37N11S2Zr.

Atoms and positions in Å:
Zr  -0.351  0.529  0.172
C  -2.976  0.055  2.444
N  -2.761  0.635  1.093
C  -3.762  0.022  0.174
C  -3.066  2.067  1.112
C  -4.053  2.625  1.907
C  -4.330  3.983  1.817
C  -3.627  4.771  0.923
C  -2.636  4.219  0.123
C  -2.352  2.861  0.218
N  -1.298  2.228  -0.473
C  -0.491  2.982  -1.361
C  -0.950  3.538  -2.551
C  -0.055  4.188  -3.386
C  1.290  4.278  -3.047
C  1.759  3.716  -1.867
C  0.861  3.067  -1.032
N  1.235  2.423  0.221
C  2.675  2.093  0.321
C  0.936  3.394  1.323
H  -4.040  -0.092  2.635
H  -2.475  -0.903  2.528
H  -2.553  0.711  3.196
H  -3.625  -1.059  0.153
H  -3.635  0.421  -0.827
H  -4.766  0.250  0.538
H  -4.611  2.015  2.603
H  -5.091  4.417  2.450
H  -3.839  5.829  0.845
H  -2.081  4.851  -0.556
H  -1.997  3.452  -2.813
H  -0.404  4.627  -4.311
H  1.979  4.789  -3.705
H  2.808  3.779  -1.616
H  3.018  1.590  -0.579
H  2.807  1.444  1.187
H  3.268  2.996  0.472
H  1.434  4.338  1.097
H  -0.137  3.564  1.395
H  1.316  2.996  2.259
N  0.417  -1.503  4.160
C  0.606  -1.017  2.921
S  0.169  0.668  2.677
N  1.105  -1.806  2.014
N  1.206  -1.172  0.784
C  2.131  -1.593  -0.002
C  3.127  -2.631  0.349
C  4.461  -2.252  0.479
C  5.420  -3.200  0.807
C  5.049  -4.526  0.980
C  3.721  -4.904  0.841
C  2.756  -3.957  0.539
C  2.182  -0.946  -1.335
C  3.055  -1.390  -2.312
C  3.059  -0.765  -3.553
C  2.173  0.268  -3.777
C  1.308  0.638  -2.758
N  1.310  0.064  -1.552
H  0.177  -0.880  4.911
H  0.849  -2.385  4.394
H  4.751  -1.219  0.330
H  6.453  -2.901  0.921
H  5.798  -5.267  1.223
H  3.439  -5.940  0.974
H  1.719  -4.252  0.446
H  3.720  -2.214  -2.103
H  3.738  -1.096  -4.327
H  2.123  0.783  -4.726
H  0.575  1.413  -2.937
C  -2.508  -5.162  0.613
C  -2.432  -4.195  -0.506
N  -2.851  -4.386  -1.713
N  -2.576  -3.222  -2.369
C  -1.992  -2.305  -1.600
S  -1.483  -0.759  -2.046
N  -1.889  -2.922  -0.397
N  -1.374  -2.284  0.728
H  -2.822  -6.125  0.218
H  -3.231  -4.842  1.365
H  -1.536  -5.277  1.096
H  -2.801  -3.124  -3.347
H  -0.491  -2.708  1.024
H  -2.039  -2.397  1.488

strongest force on any atom = 0.473 eV Å⁻¹
DFT total energy = -2687.00867 a.u.
E_LUMO = -0.2269 hartree
total charge = +2
ΔE to the lowest compared entry with this formula, charge and spin = 47.3 kJ/mol
gap between HOMO and LUMO = 6.65 eV

How is the electron density shared among the atoms? According to Mulliken, the charges in e are: atom 1 (Zr): -0.409, atom 2 (C): -1.477, atom 3 (N): 2.020, atom 4 (C): -1.602, atom 5 (C): 0.524, atom 6 (C): -0.338, atom 7 (C): -1.010, atom 8 (C): -0.922, atom 9 (C): -0.809, atom 10 (C): -0.284, atom 11 (N): 0.848, atom 12 (C): -0.956, atom 13 (C): -0.094, atom 14 (C): -0.811, atom 15 (C): -0.912, atom 16 (C): -0.542, atom 17 (C): 0.630, atom 18 (N): 1.754, atom 19 (C): -1.581, atom 20 (C): -1.451, atom 21 (H): 0.493, atom 22 (H): -0.008, atom 23 (H): 0.504, atom 24 (H): 0.467, atom 25 (H): 0.281, atom 26 (H): 0.462, atom 27 (H): 0.412, atom 28 (H): 0.441, atom 29 (H): 0.437, atom 30 (H): 0.467, atom 31 (H): 0.574, atom 32 (H): 0.509, atom 33 (H): 0.479, atom 34 (H): 0.491, atom 35 (H): 0.571, atom 36 (H): 0.156, atom 37 (H): 0.570, atom 38 (H): 0.456, atom 39 (H): 0.208, atom 40 (H): 0.597, atom 41 (N): -0.446, atom 42 (C): 0.417, atom 43 (S): -0.583, atom 44 (N): -1.839, atom 45 (N): 3.039, atom 46 (C): -0.141, atom 47 (C): -0.736, atom 48 (C): 0.100, atom 49 (C): -0.880, atom 50 (C): -0.508, atom 51 (C): -0.849, atom 52 (C): 0.027, atom 53 (C): -0.049, atom 54 (C): -0.732, atom 55 (C): -1.036, atom 56 (C): -1.027, atom 57 (C): -0.255, atom 58 (N): 1.328, atom 59 (H): 0.257, atom 60 (H): 0.259, atom 61 (H): 0.465, atom 62 (H): 0.435, atom 63 (H): 0.431, atom 64 (H): 0.447, atom 65 (H): 0.500, atom 66 (H): 0.625, atom 67 (H): 0.495, atom 68 (H): 0.540, atom 69 (H): 0.386, atom 70 (C): -1.300, atom 71 (C): 0.912, atom 72 (N): -0.828, atom 73 (N): 0.257, atom 74 (C): 0.282, atom 75 (S): -0.433, atom 76 (N): 0.246, atom 77 (N): -0.669, atom 78 (H): 0.379, atom 79 (H): 0.308, atom 80 (H): 0.280, atom 81 (H): 0.198, atom 82 (H): 0.226, atom 83 (H): 0.329



3.
DFT (ωB97M-V/def2-TZVPD) results for a cluster of 2 separate species, C4H10NO2S in total.

Atoms and positions in Å:
O  -0.923  1.381  1.626
C  -0.962  0.583  0.696
N  0.150  -0.097  0.330
C  0.270  -1.241  -0.553
C  1.246  -0.950  -1.712
S  1.852  -2.443  -2.482
C  -2.254  0.400  -0.055
H  1.009  0.100  0.825
H  0.592  -2.153  -0.040
H  -0.688  -1.541  -0.948
H  0.695  -0.392  -2.466
H  2.067  -0.342  -1.328
H  -3.036  0.389  0.699
H  -2.299  -0.464  -0.715
H  -2.356  1.296  -0.661
H  2.105  1.469  2.764
H  0.783  1.988  1.951
O  1.748  2.017  2.069

strongest force on any atom = 1.380 eV Å⁻¹
<S²> = 0.75
multiplicity = 2
DFT total energy = -761.80349 a.u.
E_LUMO (alpha / beta) = 0.0269 / -0.0851 hartree
total charge = 0
ΔE to the lowest compared entry with this formula, charge and spin = 0.0 kJ/mol
gap between HOMO and LUMO (alpha / beta) = 10.38 / 6.99 eV

How is the electron density shared among the atoms? According to natural (NBO), the charges in e are: atom 1 (O): -0.657, atom 2 (C): 0.696, atom 3 (N): -0.616, atom 4 (C): -0.228, atom 5 (C): -0.606, atom 6 (S): 0.135, atom 7 (C): -0.712, atom 8 (H): 0.417, atom 9 (H): 0.200, atom 10 (H): 0.206, atom 11 (H): 0.243, atom 12 (H): 0.236, atom 13 (H): 0.249, atom 14 (H): 0.212, atom 15 (H): 0.246, atom 16 (H): 0.472, atom 17 (H): 0.505, atom 18 (O): -0.997



4.
DFT (ωB97M-V/def2-TZVPD) results for the molecule C5H8ClF.

Atoms and positions in Å:
C  -0.667  -1.260  -0.474
C  -0.376  0.206  -0.230
C  0.524  0.685  0.640
C  1.310  -0.243  1.529
Cl  3.091  -0.077  1.409
C  -1.015  1.048  -1.192
F  -0.552  2.380  -1.154
H  0.132  -1.650  -1.077
H  -1.625  -1.442  -1.014
H  -0.580  -1.882  0.414
H  0.587  1.815  0.728
H  1.108  -1.273  1.122
H  1.057  -0.147  2.597
H  -0.878  0.683  -2.234
H  -2.114  1.158  -1.062

strongest force on any atom = 3.397 eV Å⁻¹
DFT total energy = -755.33689 a.u.
SMILES = C/C(=C\CCl)CF
E_LUMO = 0.0312 hartree
total charge = 0
ΔE to the lowest compared entry with this formula, charge and spin = 113.6 kJ/mol
gap between HOMO and LUMO = 10.40 eV

How is the electron density shared among the atoms? According to natural (NBO), the charges in e are: atom 1 (C): -0.660, atom 2 (C): -0.039, atom 3 (C): -0.212, atom 4 (C): -0.400, atom 5 (Cl): -0.070, atom 6 (C): 0.031, atom 7 (F): -0.372, atom 8 (H): 0.231, atom 9 (H): 0.226, atom 10 (H): 0.226, atom 11 (H): 0.238, atom 12 (H): 0.214, atom 13 (H): 0.226, atom 14 (H): 0.181, atom 15 (H): 0.181



What is the formula in the first record?
C5H15NO2PS



Which of these has the lowest ΔE to the lowest compared entry with this formula, charge and spin?
C4H10NO2S



Look up the strongest force on any atom of the third one.
1.380 eV Å⁻¹



The lowest ΔE to the lowest compared entry with this formula, charge and spin belongs to which entry?
C4H10NO2S